[1]
C5H39NO14S | ωB97M-V/def2-TZVPD

Results
E   -46798.558 eV
Total charge   +1
Orbital gap (spin up / spin down)   8.09 / 3.57 eV
2S+1   2

The geometry in XYZ format:
```
60
Properties=species:S:1:pos:R:3:forces:R:3
C 1.7097 0.3303 2.0067 0.44 -0.75 0.32
C 2.1109 -1.0992 2.4331 -0.14 -0.23 -1.49
O 2.8619 -1.6914 1.3640 -0.07 1.03 0.27
C 0.7577 0.3823 0.7831 -0.66 -0.01 2.12
N -0.6576 0.3769 1.3605 -0.15 -0.28 -2.14
C -1.6047 0.2757 0.1969 0.71 -0.93 0.72
C -2.7676 1.1978 0.4711 -0.30 1.82 0.76
S -3.9997 1.2871 -0.8012 -0.09 1.61 -0.26
H 2.6497 0.8339 1.8243 0.16 0.37 -0.39
H 1.2618 0.8362 2.8913 0.06 -0.23 -0.62
H 2.7874 -1.0919 3.2713 -0.37 0.15 0.83
H 1.1733 -1.6386 2.5822 0.16 -0.44 0.50
H 2.8146 -2.6495 1.2766 -0.40 0.18 0.28
H 0.8439 1.3603 0.3329 0.23 0.08 -0.72
H 0.8696 -0.4577 0.0721 0.08 0.53 0.40
H -0.7326 -0.4261 1.9721 -0.22 -0.33 -0.14
H -1.0652 0.6068 -0.6955 -0.16 0.24 0.11
H -1.9652 -0.7219 -0.0728 0.14 -0.04 0.46
H -2.3512 2.1946 0.7078 -0.33 -0.15 -0.43
H -3.3950 1.0068 1.3850 0.43 -0.71 -0.56
H -4.1825 2.7117 -0.8607 0.14 -1.74 0.15
H 0.9637 -3.6920 -2.6835 0.18 0.31 -1.07
H 0.0944 -2.3225 -3.0470 1.17 -0.10 -0.57
O 0.1875 -3.1534 -2.5377 -1.14 -0.67 0.74
H 4.1615 0.0944 -3.2019 -0.22 -0.57 0.48
H 3.4261 -1.2493 -2.5761 0.62 0.73 0.44
O 3.5618 -0.6498 -3.3390 -0.41 0.03 -0.98
H -3.6114 0.8387 3.4198 -0.11 -0.67 0.85
H -3.4773 -0.7107 3.8755 -0.04 0.38 0.40
O -3.7343 -0.0976 3.1825 -0.16 0.13 -1.07
H 0.6152 2.6502 1.7801 -0.38 -0.37 0.19
H -0.8191 3.0605 2.3112 0.25 -0.46 0.28
O 0.0929 3.3358 2.1992 0.48 1.14 -0.40
H -1.8017 -3.6119 -1.7040 0.08 0.13 -0.20
H -1.8521 -2.4127 -0.7589 0.44 -0.11 -0.29
O -2.4112 -3.0597 -1.1972 -0.43 -0.01 0.20
H -1.9474 1.3337 2.9360 0.64 0.75 0.07
H -1.8482 1.4510 4.3840 0.22 0.76 0.37
O -1.9685 2.0395 3.6212 -0.58 -1.43 -0.34
H 1.8760 3.4897 -2.0923 0.05 -0.10 0.17
H 3.3732 3.3255 -2.0759 0.15 -0.14 -0.09
O 2.5676 2.8275 -2.2468 -0.21 0.19 -0.01
H 0.0913 2.0240 -2.9051 -0.20 0.12 -0.08
H 1.1754 1.6638 -3.8322 -0.02 0.17 -0.35
O 0.2054 1.7380 -3.8202 0.27 0.19 0.59
H 0.2738 -0.0642 -3.9371 0.93 -0.18 -0.03
H 1.7349 -0.7874 -3.7515 0.12 0.73 -0.07
O 0.8070 -0.8790 -4.0220 -1.13 -0.96 0.10
H 2.1124 -2.5365 -1.4783 -0.54 0.43 0.44
H 2.3972 -1.2187 -0.6232 -0.38 -0.36 0.34
O 2.7684 -1.9260 -1.1451 1.48 -0.44 -1.36
H 0.2381 -3.3181 -0.8215 0.56 1.09 0.73
H -0.1122 -3.1673 0.6531 0.47 0.30 0.06
O 0.5279 -2.8218 -0.0014 -1.61 -1.24 0.15
H -0.4206 4.1804 -0.7485 0.05 0.22 -0.01
H 0.7171 4.3117 0.2464 -0.05 0.06 0.06
O 0.5342 4.2888 -0.7035 -0.13 -0.22 -0.06
H -2.7610 -2.2258 1.8032 -0.34 0.06 -0.03
H -2.5667 -3.3342 0.7231 -0.16 0.09 0.38
O -2.2908 -3.0389 1.6138 0.41 -0.14 -0.24
```
Forces are in eV/Å.

=====

[2]
C5H39O16 | ωB97M-V/def2-TZVPD

Results
E   -38584.220 eV
Total charge   -1
Orbital gap   10.20 eV
ΔE to the lowest compared entry with this formula, charge and spin   0.00 kJ/mol

The geometry in XYZ format:
```
60
Properties=species:S:1:pos:R:3:forces:R:3
C -0.4574 0.4104 -0.2325 -0.21 0.21 0.20
O -1.3501 1.4143 0.2786 -0.11 0.18 -0.05
C -0.4225 -0.8342 0.6577 0.16 -0.19 0.09
C -0.4786 -2.1501 -0.1252 -0.09 0.49 -0.01
C 0.7660 -2.3844 -0.9732 0.16 -0.48 0.02
C 2.0359 -2.6793 -0.1507 0.19 0.16 0.02
O 3.1483 -1.8767 -0.5213 -0.01 -0.13 -0.05
H -0.7510 0.1569 -1.2534 -0.05 -0.08 -0.07
H 0.5111 0.9090 -0.2815 0.07 -0.13 -0.06
H -2.2712 1.0484 0.3504 0.21 -0.25 -0.11
H 0.4619 -0.8171 1.2966 0.10 0.04 0.01
H -1.2615 -0.7743 1.3475 -0.18 -0.03 -0.01
H -0.6291 -2.9951 0.5568 0.07 -0.03 0.00
H -1.3636 -2.1050 -0.7632 -0.04 -0.10 -0.07
H 0.9724 -1.5291 -1.6179 -0.09 0.14 0.08
H 0.5861 -3.2251 -1.6504 -0.02 0.04 -0.03
H 2.3518 -3.7158 -0.2849 -0.03 -0.01 -0.12
H 1.8454 -2.5740 0.9229 -0.12 0.13 0.03
H 1.3357 0.3460 -3.4477 -0.14 -0.06 -0.03
H 0.7413 1.2208 -4.5443 -0.05 -0.04 0.00
O 0.6636 0.3391 -4.1598 0.25 0.10 -0.01
H 1.8092 2.0883 -2.4414 -0.21 0.24 -0.17
H 1.5911 3.2829 -1.5514 0.02 0.08 0.00
O 1.3223 2.9321 -2.4246 0.19 -0.17 0.08
H -1.5812 2.4934 -1.2751 -0.09 0.10 -0.03
H -0.4933 2.9172 -2.2446 -0.27 0.00 -0.26
O -1.4744 2.8571 -2.1746 0.35 -0.02 0.29
H -3.4367 -0.1898 3.4542 0.00 -0.02 0.01
H -2.9450 -1.6203 3.1458 -0.14 0.14 -0.07
O -3.6667 -0.9766 2.9481 0.11 -0.07 0.14
H -1.1110 0.3887 -3.7642 -0.18 -0.20 -0.06
H -1.9659 1.4556 -3.1156 -0.15 -0.11 -0.17
O -2.0529 0.5967 -3.6008 0.21 0.27 0.20
H -0.8476 1.8095 1.9658 -0.12 -0.10 0.05
H 0.4581 1.5606 2.7369 -0.25 0.10 0.08
O -0.4801 1.8154 2.8722 0.36 0.11 -0.03
H -1.1170 -2.9306 2.6834 0.05 0.20 0.19
H -0.9117 -1.8971 3.8488 0.17 -0.13 -0.28
O -1.5071 -2.6078 3.5050 -0.15 -0.14 0.05
H 2.6601 2.3598 0.1917 -0.19 0.16 0.13
H 1.5825 3.2974 0.8016 0.04 0.00 -0.02
O 2.2831 3.2837 0.1391 0.06 -0.11 0.09
H -0.4091 0.2710 4.0165 -0.02 -0.02 -0.13
H 0.9149 -0.4057 3.7843 -0.05 -0.06 -0.07
O 0.0728 -0.5429 4.2529 0.00 0.02 0.25
H -3.4886 -1.8904 -2.4642 0.00 0.08 0.03
H -2.9670 -0.4293 -2.6016 -0.02 -0.09 -0.03
O -3.5076 -1.0337 -2.0287 0.04 -0.12 -0.07
H 4.0824 0.8452 0.4501 -0.05 -0.07 0.04
H 3.0806 -0.9885 -0.0994 -0.02 -0.08 0.07
O 3.1302 0.7257 0.3606 -0.07 0.02 -0.14
H 2.7481 1.0717 3.2334 0.04 0.01 -0.16
H 2.4605 0.6284 1.7160 0.26 0.14 0.41
O 2.0793 0.6576 2.6797 -0.08 -0.10 -0.11
H -3.7163 -0.4649 -0.3120 -0.06 0.04 -0.04
H -3.7796 -0.2847 1.2692 0.01 -0.07 -0.30
O -3.7411 0.1870 0.4111 0.00 0.11 0.30
H 2.8062 0.6165 -1.2599 0.14 0.08 0.18
H 2.9559 -0.5043 -2.2768 0.00 0.26 0.02
O 2.7282 0.4405 -2.2362 0.00 -0.43 -0.28
```
Forces are in eV/Å.

=====

Among the records above, which one has the highest total charge?
C5H39NO14S

=====

Among the records above, which one has the lowest total charge?
C5H39O16